Record 1
The following is a quantum chemistry calculation of a structure of composition C23H43FGaO8P2S, from the Open Molecules 2025 dataset.

The charge is -1. As for the spin multiplicity: 1. For the gap between HOMO and LUMO, the calculation gives 4.71 eV.

Geometry (Å):
C: 0.510 1.855 9.230
C: 0.557 1.419 7.882
C: 0.346 0.854 6.327
Ga: -1.313 -0.386 6.232
S: -1.071 -1.601 4.238
C: -3.124 0.604 6.061
C: -3.296 1.909 7.038
F: -2.575 1.763 8.325
C: -1.313 -1.859 7.741
C: -0.410 -3.201 7.404
C: -0.327 -4.474 8.437
C: -1.151 -4.363 9.865
C: -2.027 -2.990 10.223
C: -2.145 -1.706 9.163
H: 0.117 2.184 10.308
H: 0.272 1.708 5.531
H: 1.316 0.190 6.118
H: -0.001 -2.505 4.349
H: -3.203 0.979 4.948
H: -3.994 -0.169 6.252
H: -3.015 2.882 6.429
H: -4.463 2.005 7.263
H: 0.197 -3.262 6.399
H: 0.328 -5.403 8.117
H: -1.083 -5.297 10.605
H: -2.579 -3.007 11.275
H: -2.777 -0.740 9.414
O: 0.831 2.418 -1.832
P: -0.041 2.188 -0.573
O: -1.212 1.323 -1.367
C: -0.866 0.128 -2.048
C: -0.942 -1.060 -1.112
O: -0.809 3.661 -0.631
C: -0.154 4.797 -1.170
C: -0.599 5.018 -2.603
O: -1.014 1.931 0.833
C: -0.581 0.974 1.784
C: 0.924 0.926 1.962
H: 0.126 0.196 -2.501
H: -1.590 -0.001 -2.857
H: -0.136 -1.018 -0.374
H: -0.845 -1.998 -1.665
H: -1.890 -1.067 -0.564
H: 0.934 4.704 -1.090
H: -0.444 5.663 -0.564
H: -0.423 4.133 -3.223
H: -0.071 5.866 -3.049
H: -1.675 5.215 -2.643
H: -0.973 -0.008 1.508
H: -1.043 1.243 2.738
H: 1.418 0.558 1.056
H: 1.193 0.257 2.785
H: 1.325 1.923 2.169
O: 1.602 0.137 -8.726
P: 1.604 -1.056 -7.738
O: 2.642 -0.344 -6.657
C: 2.294 0.893 -6.057
C: 1.494 0.665 -4.793
O: 2.748 -1.944 -8.554
C: 2.871 -1.844 -9.963
C: 4.007 -0.903 -10.316
O: 1.608 -2.388 -6.635
C: 0.469 -2.583 -5.815
C: -0.842 -2.250 -6.499
H: 1.745 1.535 -6.749
H: 3.230 1.402 -5.808
H: 0.498 0.282 -5.034
H: 1.371 1.599 -4.237
H: 1.982 -0.071 -4.146
H: 1.927 -1.535 -10.424
H: 3.099 -2.845 -10.346
H: 3.872 0.085 -9.862
H: 4.090 -0.779 -11.400
H: 4.957 -1.290 -9.934
H: 0.587 -2.006 -4.895
H: 0.462 -3.639 -5.528
H: -0.919 -1.178 -6.708
H: -1.689 -2.529 -5.864
H: -0.928 -2.776 -7.456

---

Record 2
The following is a quantum chemistry calculation of a structure of composition C23H43N2OP3RuS, from the Open Molecules 2025 dataset.

The charge is +4. As for the spin multiplicity: 5. For the gap between HOMO and LUMO (alpha / beta), the calculation gives 7.12 / 3.96 eV. The energy relative to the best compared isomer or geometry (same formula, charge and spin) comes out at 0.00 kcal/mol. The expectation value of S² is 6.04.

Geometry (Å):
Ru: -0.120 0.018 -0.714
P: -0.440 -1.005 -2.555
P: -0.765 -2.660 1.411
P: -0.529 2.147 -1.002
H: 4.093 -2.143 2.899
C: 3.664 -1.356 2.255
C: 3.321 -0.201 2.824
H: 2.829 -0.075 3.774
C: 1.220 -1.560 -3.088
C: -1.464 -2.509 -2.328
C: -1.100 -0.055 -3.966
C: -0.364 -2.073 3.061
C: -2.398 -3.406 1.468
C: 0.432 -3.920 0.970
C: 0.299 2.975 0.417
C: -2.263 2.763 -0.902
C: 0.098 3.159 -2.416
H: 3.713 -1.567 1.182
H: 3.390 0.739 2.274
H: 1.381 -1.326 -4.156
H: 1.343 -2.643 -2.933
H: 1.969 -1.009 -2.483
H: -1.860 -2.916 -3.271
H: -2.316 -2.268 -1.677
H: -0.852 -3.279 -1.841
H: -0.991 -0.597 -4.913
H: -0.564 0.895 -4.054
H: -2.161 0.168 -3.800
H: -0.152 -2.908 3.749
H: -1.204 -1.507 3.478
H: 0.528 -1.432 2.999
H: -2.298 -4.499 1.516
H: -2.984 -3.135 0.584
H: -2.933 -3.062 2.364
H: 0.635 -4.552 1.844
H: 1.357 -3.429 0.652
H: 0.025 -4.528 0.146
H: 0.043 4.046 0.464
H: 1.381 2.878 0.262
H: 0.032 2.477 1.360
H: -2.407 3.720 -1.420
H: -2.555 2.880 0.148
H: -2.903 2.009 -1.371
H: 1.059 3.646 -2.190
H: -0.638 3.924 -2.672
H: 0.235 2.506 -3.279
C: 3.964 1.977 -1.238
C: 5.170 1.899 -1.987
C: 6.333 2.471 -1.500
C: 6.363 3.100 -0.253
C: 5.194 3.130 0.523
C: 4.024 2.555 0.054
S: 2.495 1.426 -1.849
H: -0.827 -1.646 0.306
H: 5.117 1.395 -2.944
H: 7.242 2.447 -2.106
H: 7.281 3.550 0.116
H: 5.185 3.623 1.500
H: 3.125 2.561 0.672
N: -6.151 -1.385 1.531
C: -5.112 -1.179 0.675
O: -5.003 -1.745 -0.405
C: -4.061 -0.260 1.186
C: -3.932 0.212 2.504
C: -2.685 0.682 2.909
C: -1.594 0.611 2.021
N: -1.745 0.257 0.732
C: -2.982 -0.093 0.294
H: -6.944 -1.886 1.170
H: -6.307 -0.785 2.324
H: -4.767 0.179 3.206
H: -2.505 1.059 3.910
H: -0.581 0.826 2.351
H: -3.080 -0.306 -0.776

---

Record 3
The following is a quantum chemistry calculation of a structure of composition C23H43N2OP3STc, from the Open Molecules 2025 dataset.

The charge is +4. As for the spin multiplicity: 4. For the gap between HOMO and LUMO (alpha / beta), the calculation gives 5.70 / 3.96 eV. The expectation value of S² is 3.79.

Geometry (Å):
Tc: 0.213 0.192 0.366
P: -0.561 1.945 1.540
P: -2.080 -0.498 -0.105
P: 2.271 1.157 0.038
H: 2.394 -1.494 -4.423
C: 2.937 -1.314 -3.493
C: 2.905 -2.183 -2.445
H: 2.185 -2.985 -2.529
C: -0.797 3.522 0.617
C: -2.136 1.921 2.513
C: 0.573 2.411 2.917
C: -2.490 -2.019 -1.085
C: -3.338 -0.867 1.184
C: -2.855 0.816 -1.124
C: 3.469 0.314 -1.024
C: 3.404 1.105 1.493
C: 2.379 2.849 -0.602
H: 3.702 -0.522 -3.610
H: 3.716 -2.296 -1.705
H: -1.165 4.244 1.365
H: -1.548 3.357 -0.175
H: 0.151 3.866 0.177
H: -2.147 2.910 3.011
H: -2.104 1.095 3.251
H: -2.996 1.821 1.825
H: -0.003 3.099 3.554
H: 1.469 2.911 2.519
H: 0.847 1.503 3.484
H: -3.026 -2.731 -0.427
H: -1.576 -2.508 -1.480
H: -3.140 -1.736 -1.937
H: -4.337 -0.633 0.803
H: -3.212 -0.348 2.130
H: -3.295 -1.937 1.398
H: -3.617 0.360 -1.766
H: -2.105 1.307 -1.760
H: -3.331 1.572 -0.486
H: 4.433 0.829 -1.130
H: 3.062 0.188 -2.025
H: 3.630 -0.678 -0.585
H: 4.370 1.534 1.205
H: 3.578 0.067 1.800
H: 3.003 1.663 2.336
H: 3.386 3.035 -0.995
H: 2.173 3.575 0.193
H: 1.661 2.984 -1.420
C: -0.764 -0.726 -4.015
C: -0.765 0.657 -4.245
C: -1.466 1.161 -5.345
C: -2.323 0.300 -6.052
C: -2.364 -1.072 -5.756
C: -1.564 -1.621 -4.743
S: 0.323 -1.370 -2.790
H: 1.054 -0.241 -2.717
H: -0.159 1.275 -3.578
H: -1.294 2.187 -5.667
H: -2.948 0.656 -6.883
H: -3.008 -1.715 -6.364
H: -1.492 -2.693 -4.505
N: -0.750 -2.332 6.251
C: -1.000 -1.701 5.082
O: -2.036 -1.057 4.891
C: 0.038 -1.883 4.010
C: 1.312 -2.448 4.189
C: 2.198 -2.505 3.114
C: 1.817 -1.935 1.891
N: 0.644 -1.255 1.760
C: -0.261 -1.331 2.757
H: -1.443 -2.291 6.986
H: 0.136 -2.775 6.437
H: 1.680 -2.855 5.129
H: 3.204 -2.927 3.233
H: 2.434 -1.973 0.991
H: -1.254 -0.934 2.552